{
  "formula": "C4H6O2",
  "method": "ωB97M-V/def2-TZVPD",
  "species": ["C", "C", "O", "C", "C", "O", "H", "H", "H", "H", "H", "H"],
  "coordinates": [[-0.27, 0.09, -1.33], [-0.62, -0.48, -0.17], [-1.14, -1.72, -0.02], [-0.17, 0.22, 1.09], [1.19, 0.77, 0.64], [2.19, 0.09, 0.62], [-0.21, 1.17, -1.29], [0.02, -0.41, -2.24], [-1.37, -2.03, -0.91], [-0.85, 0.99, 1.48], [0.02, -0.51, 1.88], [1.21, 1.81, 0.26]],
  "lowdin_charge": [0.037, -0.418, 0.067, -0.076, -0.290, 0.052, 0.061, 0.077, 0.118, 0.121, 0.127, 0.124],
  "homo_lumo_gap_ev": 9.74,
  "relative_energy_kcal_mol": 47.2,
  "e_homo_ev": -8.937,
  "total_charge": 0,
  "e_tot_ha": -306.43108
}